This record from the OMol25 dataset describes a 6-piece molecular cluster, C15H30Br6O9 overall. The level of theory is ωB97M-V/def2-TZVPD.

Cartesian coordinates (Å):
Br  -18.3781  -21.1805  4.2915
C  -19.6262  -21.2873  2.7881
C  -20.4301  -22.5557  2.8126
Br  -21.6014  -22.5272  4.4588
H  -19.0435  -21.3365  1.8682
H  -20.2126  -20.3688  2.7666
H  -19.8114  -23.4483  2.7192
H  -21.1260  -22.7408  1.9943
Br  -23.4794  -20.3921  7.9747
C  -22.6189  -20.2684  9.7593
C  -23.5010  -21.0187  10.7802
Br  -22.7688  -20.7336  12.6148
H  -22.4801  -19.2082  9.9713
H  -21.6248  -20.6996  9.6415
H  -23.4733  -22.1045  10.6887
H  -24.5362  -20.6773  10.7746
Br  -19.6053  -19.2799  7.9800
C  -20.7042  -19.1700  6.2567
C  -20.7147  -17.6895  5.7044
Br  -21.5678  -17.7474  3.9210
H  -21.7746  -19.3448  6.3655
H  -20.2670  -19.8205  5.4992
H  -19.7460  -17.2033  5.5886
H  -21.3120  -17.0072  6.3092
C  -19.1706  -13.9044  5.2421
O  -19.0971  -12.6836  4.5219
C  -19.4597  -12.4022  3.3093
O  -19.9453  -13.1232  2.4587
O  -19.2451  -11.0577  3.0499
C  -19.7366  -10.4871  1.8519
H  -18.9090  -14.7697  4.6331
H  -20.2361  -13.9792  5.4593
H  -18.5478  -13.9475  6.1357
H  -19.7990  -11.0873  0.9442
H  -18.9906  -9.7032  1.7214
H  -20.7136  -10.0127  1.9448
C  -18.8914  -24.5187  13.3776
O  -19.4508  -23.6178  12.4799
C  -18.6821  -22.4453  12.1078
O  -17.5337  -22.1819  12.5614
O  -19.3188  -21.6157  11.2865
C  -18.7521  -20.3380  11.1394
H  -18.4697  -24.0295  14.2557
H  -18.0134  -24.9574  12.9034
H  -19.7026  -25.1766  13.6893
H  -19.4708  -19.7635  10.5550
H  -17.7799  -20.3715  10.6476
H  -18.8309  -19.8042  12.0864
C  -26.5938  -14.3305  -0.9869
O  -26.0429  -14.0617  0.3050
C  -24.9619  -14.8228  0.5554
O  -24.2424  -15.4245  -0.2234
O  -24.6685  -14.6028  1.8654
C  -23.4154  -15.1009  2.4099
H  -26.8900  -13.3438  -1.3429
H  -27.4007  -15.0590  -0.9066
H  -25.9404  -14.6927  -1.7806
H  -22.6376  -14.4513  2.0085
H  -23.1496  -16.1096  2.0939
H  -23.4691  -14.9515  3.4883

Atoms 1-6, force components in eV/Å:
-0.08 -0.04 -0.47
0.09 -0.19 -0.72
-0.86 -0.39 0.73
0.64 -0.41 -0.91
0.31 0.24 0.14
-0.04 -0.21 0.24

Properties
**Kohn-Sham gap**: 10.433 eV
**Multiplicity**: 1
**LUMO level**: 0.00834 Ha
**HOMO level**: -10.206 eV
**Energy**: -16710.7281 Eh
**Strongest force on any atom**: 0.098 hartree/bohr
**SMILES**: COC(=O)OC.COC(=O)OC.COC(=O)OC.BrCCBr.BrCCBr.BrCCBr